Computed, not measured: the molecule C4H7FO2 in a non-equilibrium geometry, with ωB97M-V/def2-TZVPD.

CARTESIAN COORDINATES (ANGSTROEM)
C: -0.2229 1.3204 -0.5346
C: -0.5696 -0.1275 -0.1317
C: 0.5984 -1.0215 0.3841
C: -1.7121 -0.7242 0.1525
H: 1.1247 2.4438 0.0287
H: -1.0829 2.2048 -0.5671
H: 0.3723 1.2018 -1.3726
H: 1.0619 -0.5513 1.2030
H: 0.3616 -2.1350 0.4934
H: 2.3778 -1.6103 -0.0753
H: -2.0278 -1.5514 0.8202
O: 0.8602 1.6534 0.5219
O: 1.7080 -1.0465 -0.6878
F: -2.8497 -0.0564 -0.2349

Summary:
multiplicity	1
molecular weight	106.096	g mol⁻¹
E	-406.8373	hartree
HOMO level	-9.66	eV
gap between HOMO and LUMO	10.4	eV
relative energy (zero: lowest compared OMol25 entry of this formula, charge and spin)	80.1	kcal/mol
net charge	0